The following is a DFT calculation (wB97M-V/def2-TZVPD) of a structure of composition C28H22ILiN3O2.

Summary:
* energy relative to the best compared isomer or geometry (same formula, charge and spin): 0.00 kcal/mol
* DFT total energy: -46267.892 eV
* E_HOMO: -0.122 Eh

Structure (ORCA input):
```
! RIJCOSX wB97M-V def2-TZVPD def2/J DEFGRID3
* xyz -1 1
C -2.227 0.576 -1.385
C -2.236 2.630 0.041
C -1.192 -3.033 0.550
C -2.965 3.286 1.022
C 2.142 -4.047 0.037
I -0.430 1.221 -2.270
C -1.376 0.674 2.596
N -0.312 -0.839 1.083
C -4.178 2.815 1.577
C 0.713 1.297 1.330
N 1.696 0.765 0.620
H 6.583 0.903 -2.339
H -5.515 -0.710 0.149
Li 1.509 -1.181 -0.018
C 2.736 2.879 0.392
H 5.234 2.177 -0.676
C 4.842 1.283 -1.142
H 5.592 -1.128 -3.385
H -0.176 3.101 2.101
C -2.736 -0.622 -1.800
H -2.221 -1.206 -2.551
H -4.345 -2.046 -1.566
H -0.639 -2.935 -0.382
C -1.289 -1.725 1.275
C 5.588 0.572 -2.067
H 2.744 -2.867 -2.154
H 2.198 -1.798 -3.424
C 1.716 3.445 1.147
C -3.942 -1.094 -1.238
C -4.720 1.633 1.153
H -3.149 -2.176 2.241
C -2.387 -0.248 2.809
C 5.044 -0.560 -2.645
H -2.595 4.236 1.418
H -5.652 1.255 1.564
H -3.207 -0.009 3.473
O 1.673 -4.522 -1.003
H 3.520 3.495 -0.027
C 3.581 0.807 -0.812
C -0.368 0.342 1.708
C 3.767 -0.973 -2.267
C -2.837 1.397 -0.388
C 0.676 2.662 1.605
H -0.654 -3.765 1.154
C 2.670 1.521 0.128
H 2.597 -4.756 0.769
H -4.689 3.397 2.341
C -4.587 -0.355 -0.291
H 3.745 -2.645 -3.615
N 3.071 -0.308 -1.344
C 3.090 -2.149 -2.899
H 1.707 4.513 1.328
C -4.058 0.885 0.150
H -1.400 1.639 3.078
C -2.353 -1.451 2.131
H -2.188 -3.424 0.336
O 2.188 -2.832 0.383
*
```